Record 1
{"formula": "C23H24N4O4S", "method": "ωB97M-V/def2-TZVPD", "elements": ["C", "O", "C", "C", "C", "C", "N", "C", "C", "O", "C", "N", "N", "N", "C", "C", "C", "C", "C", "C", "S", "O", "O", "C", "C", "C", "C", "C", "C", "C", "C", "C", "H", "H", "H", "H", "H", "H", "H", "H", "H", "H", "H", "H", "H", "H", "H", "H", "H", "H", "H", "H", "H", "H", "H", "H"], "coordinates": [[-0.7653, -4.5487, -1.7921], [0.1447, -3.4753, -1.8254], [-0.1235, -2.3807, -1.0602], [-1.1739, -2.2726, -0.1586], [-1.3658, -1.1039, 0.5576], [-0.5390, -0.0026, 0.3691], [-0.7349, 1.2050, 1.0558], [-2.0415, 1.6618, 1.4859], [-2.5357, 2.9144, 0.7243], [-2.2053, 4.1110, 1.3686], [-2.0232, 2.9302, -0.7318], [-2.3101, 1.6973, -1.4088], [-3.3538, 0.9226, -1.0947], [-3.3687, -0.1278, -1.8091], [-2.3033, -0.0969, -2.6565], [-1.8541, -0.9905, -3.6289], [-0.7123, -0.6503, -4.3113], [-0.0198, 0.5428, -4.0524], [-0.4426, 1.4414, -3.1017], [-1.5954, 1.1034, -2.4018], [0.5896, 2.1734, 1.3668], [0.1701, 3.1004, 2.3834], [1.1161, 2.7564, 0.1630], [1.7661, 1.0180, 2.0447], [1.3722, 0.2283, 3.1072], [2.2708, -0.6720, 3.6492], [3.5604, -0.7844, 3.1371], [4.5216, -1.7783, 3.7091], [3.9349, 0.0278, 2.0714], [3.0413, 0.9301, 1.5229], [0.5305, -0.1254, -0.5188], [0.7401, -1.2967, -1.2114], [-1.7748, -4.2253, -2.0633], [-0.4036, -5.2643, -2.5288], [-0.7892, -5.0268, -0.8072], [-1.8614, -3.0873, -0.0002], [-2.1883, -1.0639, 1.2536], [-2.0031, 1.9105, 2.5511], [-2.7597, 0.8600, 1.3263], [-3.6318, 2.8802, 0.7030], [-1.3046, 4.0398, 1.7298], [-2.5011, 3.7689, -1.2514], [-0.9408, 3.0900, -0.7378], [-2.3921, -1.9031, -3.8277], [-0.3279, -1.3153, -5.0703], [0.8724, 0.7567, -4.6219], [0.0942, 2.3541, -2.8963], [0.3729, 0.3278, 3.5003], [1.9712, -1.2942, 4.4794], [4.4376, -2.7220, 3.1696], [4.3066, -1.9699, 4.7571], [5.5461, -1.4278, 3.6139], [4.9343, -0.0474, 1.6693], [3.3149, 1.5693, 0.6985], [1.1795, 0.7152, -0.6924], [1.5587, -1.3834, -1.9072]], "forces_ev_per_a": [[-0.08, -0.14, 0.01], [0.15, 0.23, -0.02], [0.07, 0.18, 0.14], [0.09, -0.29, -0.20], [0.13, 0.38, 0.12], [0.21, -0.79, -0.44], [0.98, 0.69, 0.53], [-0.44, 0.60, 0.23], [-0.26, -0.43, -0.16], [0.20, 0.37, 0.03], [-0.29, 0.70, 0.47], [0.47, -0.50, -0.69], [-0.54, 0.51, 0.68], [-0.45, -0.67, -0.17], [0.77, 1.00, 0.01], [-0.04, 0.06, 0.06], [-0.06, -0.23, -0.11], [0.05, 0.21, 0.05], [0.10, 0.15, -0.07], [-0.55, -0.74, -0.22], [-0.13, -0.55, 0.11], [-0.11, -0.05, 0.33], [0.24, -0.23, 0.00], [-0.29, 0.39, -0.22], [-0.04, -0.05, 0.12], [-0.05, 0.11, -0.08], [-0.01, 0.09, -0.05], [-0.01, -0.06, -0.04], [-0.10, 0.02, 0.08], [-0.01, 0.13, -0.13], [-0.09, -0.30, -0.09], [-0.08, -0.26, 0.06], [0.01, -0.01, 0.02], [-0.07, 0.01, 0.07], [-0.02, 0.03, -0.03], [-0.06, -0.10, -0.02], [-0.09, 0.02, 0.06], [-0.18, -0.06, -0.10], [0.20, 0.04, 0.03], [0.19, -0.08, 0.01], [-0.21, 0.06, -0.05], [0.10, -0.09, 0.08], [-0.21, -0.06, -0.09], [-0.05, -0.14, -0.04], [0.02, -0.07, -0.06], [0.08, 0.04, -0.04], [0.11, 0.10, -0.01], [-0.14, -0.06, 0.09], [-0.04, -0.05, 0.09], [0.05, -0.09, 0.01], [0.03, -0.04, 0.07], [0.08, -0.02, 0.03], [0.10, 0.01, -0.04], [0.09, 0.03, -0.13], [0.06, -0.01, -0.15], [0.11, 0.00, -0.11]], "lowdin_charge": [-0.09, -0.09, -0.29, -0.01, -0.02, -0.27, -0.16, -0.12, -0.35, -0.02, -0.06, -0.06, 0.06, 0.08, -0.23, -0.02, -0.09, -0.08, -0.02, -0.17, 0.72, -0.27, -0.28, -0.28, -0.04, -0.02, -0.26, -0.04, -0.02, -0.04, -0.04, 0.01, 0.09, 0.09, 0.09, 0.11, 0.11, 0.13, 0.11, 0.15, 0.05, 0.14, 0.11, 0.11, 0.10, 0.10, 0.12, 0.12, 0.12, 0.09, 0.08, 0.08, 0.12, 0.12, 0.09, 0.13], "relative_energy_ev": 3.913, "smiles": "COc1ccc(N(C[C@@H](O)Cn2nnc3ccccc32)S(=O)(=O)c2ccc(C)cc2)cc1", "homo_energy_ev": -8.025, "total_charge": 0, "lumo_energy_ha": 0.014}

***

Record 2
{"formula": "C21H42O21", "method": "ωB97M-V/def2-TZVPD", "elements": ["C", "O", "C", "O", "O", "C", "H", "H", "H", "H", "H", "H", "C", "O", "C", "O", "O", "C", "H", "H", "H", "H", "H", "H", "C", "O", "C", "O", "O", "C", "H", "H", "H", "H", "H", "H", "C", "O", "C", "O", "O", "C", "H", "H", "H", "H", "H", "H", "C", "O", "C", "O", "O", "C", "H", "H", "H", "H", "H", "H", "C", "O", "C", "O", "O", "C", "H", "H", "H", "H", "H", "H", "C", "O", "C", "O", "O", "C", "H", "H", "H", "H", "H", "H"], "coordinates": [[4.8854, 1.1318, 1.3392], [5.1765, 0.2485, 0.2889], [4.7416, -0.9953, 0.3704], [4.1733, -1.5058, 1.3064], [5.0639, -1.6189, -0.7501], [4.6401, -2.9683, -0.8487], [5.1026, 2.1540, 1.0371], [5.5097, 0.9840, 2.2264], [3.8437, 1.0472, 1.6469], [5.0467, -3.3257, -1.7910], [3.5647, -3.1189, -0.7804], [5.0737, -3.5997, -0.0697], [3.3127, 3.4513, -1.8647], [3.9840, 2.1915, -1.8399], [3.6492, 1.3603, -2.7917], [2.6819, 1.4034, -3.5051], [4.6059, 0.4067, -2.8767], [4.5309, -0.4307, -4.0161], [3.1966, 3.8523, -2.8667], [3.8767, 4.1127, -1.2099], [2.3426, 3.3635, -1.3704], [5.0865, 0.0072, -4.8452], [3.4934, -0.5968, -4.3118], [4.9229, -1.4114, -3.7523], [-4.0887, 1.5896, -6.6124], [-2.7000, 1.5776, -6.8617], [-1.8748, 1.5272, -5.8282], [-2.2064, 1.5948, -4.6695], [-0.6366, 1.5068, -6.2914], [0.4186, 1.5433, -5.3288], [-4.3516, 2.4383, -5.9783], [-4.4179, 0.6735, -6.1177], [-4.6105, 1.6634, -7.5621], [0.0809, 2.1332, -4.4750], [1.3108, 1.9870, -5.7469], [0.6188, 0.5750, -4.8739], [-1.5243, 0.4433, 6.2957], [-2.9075, 0.4880, 5.9967], [-3.4383, -0.4474, 5.2229], [-2.8399, -1.2925, 4.6217], [-4.7410, -0.2315, 5.2105], [-5.5744, -1.1779, 4.5676], [-0.9587, 0.4994, 5.3644], [-1.2944, -0.5031, 6.7870], [-1.2402, 1.2595, 6.9500], [-5.7967, -1.9965, 5.2469], [-5.0929, -1.5632, 3.6674], [-6.4870, -0.7004, 4.2232], [1.4258, -3.2176, 1.6722], [0.6060, -4.3117, 2.0401], [0.8401, -4.9572, 3.1502], [1.7937, -4.8257, 3.8821], [-0.1398, -5.8271, 3.3609], [-0.0346, -6.5872, 4.5343], [2.3028, -3.6125, 1.1550], [1.9178, -2.6242, 2.4424], [0.8880, -2.5581, 1.0020], [0.8455, -7.2339, 4.5564], [-0.8481, -7.3018, 4.6601], [-0.0192, -5.9728, 5.4326], [1.2211, 0.3655, 2.4683], [0.2833, -0.0248, 1.4665], [0.5179, 0.4215, 0.2352], [1.4889, 1.0454, -0.1209], [-0.5059, 0.1160, -0.5195], [-0.6169, 0.6778, -1.8210], [1.3566, 1.4449, 2.4020], [2.1799, -0.1497, 2.4565], [0.7598, 0.1727, 3.4345], [0.3048, 0.4762, -2.3741], [-0.6675, 1.7666, -1.8061], [-1.4483, 0.2870, -2.3944], [-2.8953, 1.6029, 1.0956], [-4.1064, 2.3111, 0.8918], [-4.3678, 2.6736, -0.3591], [-3.7326, 2.3609, -1.3305], [-5.4465, 3.4258, -0.3559], [-5.9403, 3.9298, -1.5817], [-2.8424, 0.6755, 0.5189], [-2.8950, 1.3049, 2.1400], [-2.0443, 2.2025, 0.7690], [-7.0116, 4.0848, -1.4584], [-5.8132, 3.2209, -2.3958], [-5.5088, 4.9077, -1.7824]], "forces_ev_per_a": [[-0.27, 0.53, 1.24], [0.45, 0.14, -0.62], [-0.11, -0.11, 0.58], [-0.18, 0.22, 0.02], [-0.05, -0.06, -0.36], [0.44, -0.90, 0.16], [-0.14, -0.17, -0.55], [0.03, -0.50, -0.15], [0.03, 0.07, -0.16], [-0.26, 0.07, -0.13], [-0.10, 0.42, -0.22], [0.11, 0.27, 0.15], [-0.66, 0.14, 1.06], [0.38, 0.68, 0.18], [0.55, -1.30, -0.64], [-0.28, 0.44, -0.05], [-0.24, 0.59, 0.30], [-0.58, -0.58, -0.18], [0.13, -0.08, -0.06], [0.34, -0.01, -0.32], [-0.14, -0.22, -0.35], [0.03, -0.04, 0.03], [0.07, 0.22, -0.07], [0.33, 0.21, 0.13], [-0.60, 0.03, 0.67], [0.23, -0.32, -1.02], [-0.19, 0.76, 0.73], [0.03, -0.37, -0.06], [0.56, -0.32, -0.56], [-0.60, 0.24, 1.37], [-0.01, -0.05, -0.03], [0.15, 0.03, 0.06], [0.28, 0.08, -0.13], [0.16, 0.28, -0.14], [-0.07, -0.12, -0.37], [0.08, -0.27, -0.54], [0.47, -0.90, -0.60], [-0.33, 0.95, 0.79], [0.36, 0.13, -0.16], [0.25, -0.46, -0.11], [-0.78, 0.50, 0.26], [0.19, -0.53, -0.86], [0.12, 0.00, 0.09], [0.11, 0.02, -0.03], [-0.45, 0.19, -0.03], [-0.06, -0.05, 0.02], [0.15, -0.14, 0.17], [-0.01, 0.31, 0.42], [1.75, 0.05, -0.62], [-0.99, 0.65, -0.51], [1.09, -0.19, 1.17], [-0.14, 0.23, -0.23], [-0.85, -0.27, -0.54], [0.42, -1.05, 1.31], [-0.13, -0.08, -0.29], [-0.72, -0.28, 0.68], [-0.37, -0.19, 0.06], [0.30, 0.39, -0.22], [-0.45, 0.47, -0.67], [0.10, 0.24, -0.11], [-0.14, 0.68, 0.55], [0.04, -0.49, 0.23], [0.54, 0.73, -0.23], [0.20, 0.01, 0.17], [-1.48, -0.70, 0.00], [1.51, 0.62, -1.01], [0.29, -0.02, -0.06], [-0.08, -0.15, -0.52], [-0.23, -0.23, -0.14], [-0.03, -0.18, 0.01], [-0.34, 0.00, 0.37], [-0.28, -0.24, 0.59], [0.29, -0.82, -0.39], [-0.38, 0.22, 0.23], [0.50, -0.35, -0.39], [0.24, -0.05, -0.14], [-0.81, 0.33, 0.72], [-0.54, 0.10, -0.31], [-0.26, 0.16, -0.12], [0.25, 0.40, 0.08], [0.02, 0.08, 0.40], [0.03, -0.08, 0.24], [0.38, 0.10, -0.05], [0.30, -0.13, -0.23]], "lowdin_charge": [-0.04, 0.02, -0.61, 0.12, 0.01, -0.04, 0.10, 0.10, 0.07, 0.09, 0.09, 0.10, -0.02, 0.01, -0.60, 0.11, 0.00, -0.04, 0.10, 0.09, 0.09, 0.10, 0.09, 0.09, -0.05, 0.01, -0.62, 0.12, 0.02, -0.05, 0.10, 0.10, 0.09, 0.09, 0.09, 0.09, -0.03, 0.00, -0.64, 0.13, 0.01, -0.04, 0.08, 0.10, 0.09, 0.10, 0.09, 0.09, -0.03, 0.04, -0.63, 0.12, 0.02, -0.07, 0.08, 0.09, 0.09, 0.10, 0.09, 0.10, -0.04, 0.00, -0.63, 0.13, 0.00, -0.03, 0.10, 0.07, 0.09, 0.08, 0.10, 0.09, -0.04, 0.01, -0.63, 0.13, 0.01, -0.04, 0.10, 0.09, 0.10, 0.09, 0.09, 0.10], "relative_energy_ev": 0.818, "smiles": "COC(=O)OC.COC(=O)OC.COC(=O)OC.COC(=O)OC.COC(=O)OC.COC(=O)OC.COC(=O)OC", "homo_energy_ev": -10.485, "total_charge": 0, "lumo_energy_ha": 0.022}